Run P
Molecular formula: C6H5N
Method: DFT, ωB97M-V/def2-TZVPD

Each line ends with the Löwdin charge.
Positions of all 12 atoms, in Å:
1 H -2.01 0.29 0.83  0.190
2 C -1.53 -1.69 1.74  0.023
3 C -0.50 0.27 0.35  -0.210
4 N -0.01 1.54 0.26  0.124
5 H 3.45 -0.89 -1.68  0.035
6 C 2.50 -0.45 -1.46  0.139
7 H -0.45 0.96 -1.77  0.143
8 C -1.26 -0.57 1.12  -0.284
9 C 0.15 0.64 -0.92  -0.211
10 C 1.43 0.05 -1.22  -0.077
11 H 0.82 1.75 0.82  0.136
12 H -2.59 -1.90 1.94  -0.010

Values from the calculation:
Frontier orbital gap (alpha / beta), eV: 7.441 / 7.445
LUMO (alpha / beta), eV: -0.2 / -0.2
HOMO level (alpha / beta), Eh: -0.280 / -0.280
Net charge: 0

---

Run Q
Molecular formula: C6H5N
Method: DFT, ωB97M-V/def2-TZVPD

Each line ends with the Löwdin charge.
Positions of all 12 atoms, in Å:
1 C 0.33 -0.42 -0.59  -0.269
2 N 0.37 0.49 -1.65  0.109
3 H 0.81 1.36 -1.36  0.115
4 H -1.66 -0.28 -1.52  0.139
5 C 1.03 -1.05 0.29  -0.037
6 H 2.15 -1.64 1.97  0.057
7 H 1.80 -2.88 0.56  0.061
8 C -0.91 0.25 -0.92  -0.246
9 C -1.42 1.23 0.00  -0.089
10 H -2.24 2.79 1.43  0.028
11 C 1.71 -1.89 1.01  0.008
12 C -1.85 2.06 0.76  0.124

Values from the calculation:
Frontier orbital gap, eV: 9.906
SMILES string: C#C[C@H]1NC1=C=C
LUMO, eV: 1.0
HOMO level, Eh: -0.329
Net charge: 0

---

Relative energies, in eV, with the most stable structure set to zero: run P 3.442; run Q 0.000.

---

Run P
Molecular formula: C20H27NO4
Method: DFT, ωB97M-V/def2-TZVPD

Each line ends with the Löwdin charge.
Positions of all 52 atoms, in Å:
1 H -2.18 -4.19 -1.20  0.102
2 C 0.56 -0.38 2.81  -0.551
3 C 3.55 2.44 -0.32  -0.121
4 H 0.48 -2.23 3.95  0.084
5 C 2.52 1.35 -0.57  -0.323
6 O 2.03 1.29 -1.70  0.041
7 C 0.95 -0.32 0.34  -0.137
8 C -2.73 -1.17 -2.66  0.066
9 C -4.33 -4.42 -2.58  -0.088
10 H 0.18 -0.78 4.91  0.087
11 C 2.87 3.81 -0.45  -0.240
12 H -1.23 0.83 2.65  0.091
13 C -1.65 -0.48 -2.15  -0.198
14 H 0.83 -2.08 1.53  0.140
15 C 0.00 -1.26 3.94  -0.045
16 C -0.96 -2.46 -0.96  -0.013
17 C -0.16 0.97 2.82  -0.020
18 H -0.25 -2.98 -0.34  0.115
19 H -0.71 -1.25 1.28  0.128
20 C 2.06 -0.20 2.98  -0.063
21 H -1.68 2.49 -3.47  0.098
22 H -2.13 1.00 -4.34  0.100
23 H -1.07 -1.40 3.82  0.085
24 H 2.29 0.40 3.86  0.136
25 H -3.44 -0.71 -3.32  0.119
26 H -5.25 -4.66 -3.12  0.093
27 H -4.49 -4.58 -1.50  0.096
28 C -2.05 -3.15 -1.47  -0.022
29 C -2.14 1.50 -3.37  -0.070
30 H 3.65 4.58 -0.40  0.106
31 C -2.95 -2.51 -2.31  -0.273
32 O -4.05 -3.08 -2.86  -0.080
33 H 1.46 5.06 0.60  0.069
34 C -0.75 -1.13 -1.27  -0.159
35 H 2.54 -1.18 3.13  0.137
36 C 1.84 4.04 0.65  -0.099
37 C 2.07 0.49 0.52  -0.038
38 H -0.03 1.45 3.79  0.091
39 H 4.03 2.34 0.64  0.092
40 O -1.36 0.82 -2.43  -0.067
41 H 2.29 3.89 1.62  0.078
42 O 3.91 0.85 1.99  0.050
43 H -3.17 1.62 -3.03  0.098
44 H 0.75 0.29 -1.54  0.115
45 H 1.01 3.35 0.53  0.062
46 C 0.35 -1.10 1.47  -0.071
47 H 2.39 3.88 -1.43  0.104
48 H 0.23 1.62 2.05  0.071
49 H -3.53 -5.08 -2.92  0.096
50 H 4.30 2.35 -1.11  0.127
51 C 2.77 0.45 1.80  -0.351
52 N 0.35 -0.39 -0.85  0.155

Values from the calculation:
Frontier orbital gap, eV: 8.391
SMILES string: CCCC(=O)C1=C(Nc2ccc(OC)cc2OC)CC(C)(C)CC1=O
LUMO, eV: 0.6
HOMO level, Eh: -0.288
Net charge: 0

---

Run Q
Molecular formula: C20H27NO4
Method: DFT, ωB97M-V/def2-TZVPD

Each line ends with the Löwdin charge.
Positions of all 52 atoms, in Å:
1 C 3.78 -1.23 0.89  -0.026
2 C 3.23 1.04 0.31  0.061
3 C 1.25 3.04 0.10  -0.065
4 C 6.15 -1.55 -1.48  -0.084
5 C -4.73 0.78 1.63  -0.195
6 C -0.52 -1.71 1.04  -0.074
7 C -3.72 0.73 -0.67  -0.252
8 H 1.97 3.51 0.78  0.102
9 H -2.23 2.16 -1.27  0.106
10 H 6.85 -2.36 -1.66  0.074
11 C 6.53 -0.79 -0.21  -0.175
12 H -2.15 -0.66 -2.47  0.120
13 H 1.66 3.04 -0.91  0.101
14 H -5.93 -0.97 2.03  0.108
15 H -4.29 -1.32 1.48  0.111
16 C -5.15 -0.66 1.34  -0.201
17 C -1.15 -1.49 -0.35  -0.473
18 H 7.53 -0.37 -0.32  0.116
19 H -3.36 2.23 0.80  0.117
20 O 5.92 1.51 -0.10  0.091
21 C 1.51 -0.45 1.11  -0.186
22 O 0.21 -0.58 1.49  -0.039
23 H 6.17 -0.88 -2.33  0.082
24 C -3.53 1.15 0.76  -0.154
25 H 6.54 -1.47 0.65  0.107
26 H -4.79 -0.37 -2.09  0.115
27 C 4.18 0.01 0.42  -0.148
28 H -4.48 0.91 2.68  0.108
29 H -0.59 0.45 -0.23  0.114
30 C 1.91 0.82 0.64  -0.182
31 H 2.16 -2.42 1.60  0.119
32 H 0.32 3.61 0.12  0.095
33 C -1.68 0.21 -2.01  -0.158
34 H -1.33 -1.86 1.76  0.138
35 O -1.70 -2.41 -0.93  0.061
36 H -5.57 1.45 1.40  0.117
37 C -2.73 1.28 -1.67  -0.134
38 H 3.58 1.99 -0.05  0.117
39 H 0.08 -2.62 1.01  0.125
40 H -3.24 1.56 -2.60  0.116
41 C 2.46 -1.46 1.22  0.014
42 H -0.94 0.63 -2.71  0.120
43 C -5.63 -0.77 -0.10  -0.191
44 H 5.15 -1.96 -1.40  0.068
45 C -4.68 -0.11 -1.04  -0.053
46 H -6.62 -0.30 -0.20  0.114
47 H 4.49 -2.04 1.01  0.111
48 H -2.63 0.67 1.15  0.110
49 C 5.57 0.35 0.04  -0.371
50 N -1.01 -0.25 -0.83  0.089
51 H -5.75 -1.82 -0.38  0.112
52 O 0.91 1.74 0.52  -0.096

Values from the calculation:
Frontier orbital gap, eV: 9.007
SMILES string: CCC(=O)c1ccc(OCC(=O)NCCC2=CCCCC2)c(OC)c1
LUMO, eV: 0.3
HOMO level, Eh: -0.321
Net charge: 0

---

Relative energies, in eV, with the most stable structure set to zero: run P 0.000; run Q 0.186.

---

Run P
Molecular formula: CH3ClO2S
Method: DFT, ωB97M-V/def2-TZVPD

Each line ends with the Löwdin charge.
Positions of all 8 atoms, in Å:
1 O -0.51 0.79 1.15  0.009
2 Cl -2.49 -0.51 -0.26  0.607
3 S 0.57 -1.73 0.19  0.511
4 O -0.47 0.92 -0.98  -0.012
5 H 0.09 1.62 -0.63  0.125
6 H -0.54 0.19 1.89  0.105
7 H -0.11 -2.72 -0.24  -0.297
8 C -0.81 0.14 0.05  -1.049

Values from the calculation:
Frontier orbital gap, eV: 8.996
LUMO, eV: -0.3
HOMO level, Eh: -0.340
Net charge: 0

---

Run Q
Molecular formula: CH3ClO2S
Method: DFT, ωB97M-V/def2-TZVPD

Each line ends with the Löwdin charge.
Positions of all 8 atoms, in Å:
1 H -1.83 0.62 0.41  0.059
2 H -1.14 -0.15 -0.88  0.082
3 O 1.19 -1.12 -0.96  -0.480
4 Cl 2.59 1.36 -0.35  0.194
5 O 0.06 0.58 0.70  -0.427
6 H -1.32 -0.88 0.67  0.062
7 S 1.53 -0.39 0.23  0.699
8 C -1.09 -0.02 0.17  -0.190

Values from the calculation:
Frontier orbital gap, eV: 10.379
LUMO, eV: -0.3
HOMO level, Eh: -0.391
Net charge: 0

---

Relative energies, in eV, with the most stable structure set to zero: run P 0.000; run Q 0.088.

---

Run P
Molecular formula: C5H8N3
Method: DFT, ωB97M-V/def2-TZVPD

Each line ends with the Löwdin charge.
Positions of all 16 atoms, in Å:
1 H -1.72 -0.83 -0.52  0.148
2 H -0.32 -2.32 0.86  0.110
3 C 0.42 -1.85 0.22  0.020
4 C 1.21 0.35 -0.58  0.204
5 C -1.81 1.14 -0.06  -0.301
6 H -2.88 1.07 -0.30  0.146
7 H 0.34 -2.25 -0.79  0.102
8 H -1.76 3.07 0.46  0.067
9 N -1.17 -0.03 -0.22  0.029
10 H 1.41 -2.08 0.60  0.098
11 H 0.31 0.01 1.26  0.191
12 C 0.18 -0.32 0.21  -0.347
13 N 3.60 0.53 0.22  0.330
14 H 0.97 0.80 -1.54  0.167
15 N -1.26 2.22 0.30  0.131
16 C 2.51 0.48 -0.13  -0.096

Values from the calculation:
Frontier orbital gap (alpha / beta), eV: 5.560 / 5.558
LUMO (alpha / beta), eV: -8.4 / -8.4
HOMO level (alpha / beta), Eh: -0.514 / -0.514
Net charge: +1

---

Run Q
Molecular formula: C5H8N3
Method: DFT, ωB97M-V/def2-TZVPD

Each line ends with the Löwdin charge.
Positions of all 16 atoms, in Å:
1 H 0.45 2.41 -1.06  0.113
2 N -2.14 0.49 0.67  0.087
3 H 0.73 2.07 0.66  0.113
4 C 0.31 1.69 -0.26  -0.004
5 C 0.73 -0.71 0.63  -0.053
6 N 1.11 -1.91 -0.13  0.103
7 H -0.26 -0.87 0.91  0.094
8 C 0.60 0.30 -0.47  -0.252
9 H 1.36 -0.46 1.40  0.132
10 C 1.28 -1.51 -1.39  -0.054
11 H -0.73 1.72 0.00  0.045
12 N 0.82 -0.28 -1.61  0.166
13 H -3.99 1.30 1.46  0.063
14 H 1.58 -2.18 -2.20  0.159
15 C -3.17 0.82 1.04  0.044
16 H 1.33 -2.89 0.36  0.245

Values from the calculation:
Frontier orbital gap, eV: 10.242
LUMO, eV: -4.8
HOMO level, Eh: -0.554
Net charge: +1

---

Relative energies, in eV, with the most stable structure set to zero: run P 2.210; run Q 0.000.

---

Run P
Molecular formula: CH4N2O2
Method: DFT, ωB97M-V/def2-TZVPD

Each line ends with the Löwdin charge.
Positions of all 9 atoms, in Å:
1 C 0.60 -1.34 0.34  -0.091
2 N -0.60 -0.94 0.31  -0.008
3 H -1.33 -1.55 0.61  0.048
4 H 1.32 -0.44 0.20  0.078
5 O 0.87 2.61 -1.08  0.013
6 O -0.96 1.58 -0.58  -0.047
7 H 0.94 -2.37 0.74  0.094
8 N 0.39 1.72 -0.46  -0.157
9 H -1.24 0.73 -0.09  0.070

Values from the calculation:
Frontier orbital gap, eV: 10.484
SMILES string: O=NO.C=N
LUMO, eV: 0.7
HOMO level, Eh: -0.359
Net charge: 0

---

Run Q
Molecular formula: CH4N2O2
Method: DFT, ωB97M-V/def2-TZVPD

Each line ends with the Löwdin charge.
Positions of all 9 atoms, in Å:
1 H -2.16 -0.78 1.34  0.087
2 H 1.56 1.17 -0.36  0.104
3 O -1.22 -0.94 1.52  -0.137
4 C -0.02 -0.01 -0.82  -0.403
5 N -0.59 0.24 1.11  -0.058
6 O -0.73 -0.71 -1.45  0.094
7 N 1.17 0.52 -1.01  0.154
8 H 1.66 0.31 -1.87  0.121
9 H 0.33 0.21 1.53  0.038

Values from the calculation:
Frontier orbital gap, eV: 8.860
LUMO, eV: 0.5
HOMO level, Eh: -0.305
Net charge: 0

---

Run R
Molecular formula: CH4N2O2
Method: DFT, ωB97M-V/def2-TZVPD

Each line ends with the Löwdin charge.
Positions of all 9 atoms, in Å:
1 C -0.23 0.47 -0.03  0.019
2 O 3.10 -0.73 -0.02  -0.034
3 H -0.42 -0.58 0.00  0.073
4 N 1.85 -0.64 -0.18  -0.118
5 O 1.86 1.60 0.22  -0.039
6 H -0.54 1.07 -0.92  0.125
7 H 1.14 -1.39 -0.19  0.176
8 H -0.67 1.00 0.78  0.094
9 N 1.21 0.48 -0.01  -0.295

Values from the calculation:
Frontier orbital gap (alpha / beta), eV: 8.973 / 9.004
LUMO (alpha / beta), eV: 0.2 / 0.1
HOMO level (alpha / beta), Eh: -0.324 / -0.326
Net charge: 0

---

Run S
Molecular formula: CH4N2O2
Method: DFT, ωB97M-V/def2-TZVPD

Each line ends with the Löwdin charge.
Positions of all 9 atoms, in Å:
1 C 0.65 -0.27 -0.98  -0.135
2 N -1.22 1.21 0.06  0.084
3 O 0.26 -0.57 1.31  -0.118
4 H -0.07 -0.13 -1.76  0.049
5 H -0.47 -0.82 1.97  0.134
6 H 1.40 -1.06 -1.09  0.076
7 N -0.33 -0.62 0.09  -0.193
8 O -1.35 1.48 1.18  0.008
9 H 1.13 0.77 -0.78  0.095

Values from the calculation:
Frontier orbital gap (alpha / beta), eV: 8.349 / 7.991
LUMO (alpha / beta), eV: 0.0 / -0.2
HOMO level (alpha / beta), Eh: -0.306 / -0.303
Net charge: 0

---

Relative energies, in eV, with the most stable structure set to zero: run P 0.750; run Q 0.000; run R 2.214; run S 2.413.

---

Run P
Molecular formula: C18H54O9
Method: DFT, ωB97M-V/def2-TZVPD

Each line ends with the Löwdin charge.
Positions of all 81 atoms, in Å:
1 H -3.66 3.22 0.66  0.125
2 C -3.38 5.04 -0.32  -0.048
3 O -2.10 3.10 -0.65  -0.036
4 C 3.40 5.61 -2.11  -0.507
5 H -0.60 -4.24 5.70  0.131
6 C 3.84 7.04 -2.49  -0.050
7 C -1.92 3.97 1.58  -0.039
8 H 3.26 -7.32 -1.41  0.079
9 C -2.78 3.77 0.33  -0.547
10 H 0.02 -2.31 4.26  0.063
11 C -0.06 0.69 -4.49  -0.062
12 H -4.17 -3.14 2.41  0.070
13 C -4.13 -0.49 3.25  -0.043
14 H 0.15 0.73 -0.14  0.022
15 H 0.65 -2.08 5.73  0.076
16 H 3.74 -3.42 0.59  0.067
17 H 0.47 -0.57 0.56  0.007
18 C 0.31 -4.25 5.10  -0.541
19 O -2.27 0.37 -5.55  -0.066
20 H -2.70 2.51 -1.10  0.099
21 O 3.67 4.67 -3.12  -0.033
22 H -0.18 3.03 -5.80  0.081
23 H -2.72 0.84 -4.84  0.072
24 H 3.47 7.24 -3.50  0.077
25 H -1.68 2.79 -6.74  0.077
26 C -5.16 -2.70 2.34  -0.054
27 H 2.90 -3.32 -0.84  0.066
28 O 0.86 0.26 0.29  -0.051
29 H 3.95 5.34 -1.20  0.127
30 H 3.11 -5.98 1.53  0.087
31 H 1.13 -6.08 5.93  0.081
32 H -0.08 -0.30 -4.04  0.069
33 H -5.89 -0.73 2.06  0.136
34 H 4.90 7.26 -2.47  0.073
35 C 3.45 -6.25 -1.52  -0.059
36 H 3.30 7.77 -1.89  0.071
37 H -3.05 -0.56 3.08  0.079
38 O -4.15 -1.13 1.00  -0.054
39 H -5.73 -2.90 3.25  0.075
40 C 1.20 -5.00 6.04  -0.076
41 H -2.44 4.49 2.38  0.080
42 H -0.20 -5.72 4.20  0.094
43 H -1.74 2.79 -4.96  0.071
44 H 1.68 6.17 -0.83  0.074
45 H 1.04 -4.68 7.07  0.084
46 C 0.78 -2.77 4.90  -0.038
47 H 1.00 0.89 -4.65  0.073
48 H -2.56 5.68 -0.66  0.077
49 C 3.29 -5.47 -0.22  -0.509
50 H -4.09 4.77 -1.11  0.073
51 C -0.96 0.98 -5.72  -0.441
52 H -0.56 0.64 -6.67  0.131
53 O 4.18 1.13 -1.68  -0.048
54 H 4.61 -3.90 -0.88  0.073
55 C -1.14 2.51 -5.83  -0.063
56 H 1.30 5.85 -2.55  0.081
57 O -0.92 -2.93 0.52  -0.038
58 H 4.50 -6.25 -1.83  0.074
59 H 1.77 -2.57 4.49  0.080
60 H -5.56 -3.24 1.48  0.080
61 H 2.93 -5.76 -2.34  0.082
62 H 1.55 4.59 -1.40  0.068
63 C 3.65 -3.95 -0.36  -0.040
64 H -0.30 1.38 -3.68  0.063
65 H -4.48 -0.90 4.20  0.078
66 H -0.79 -3.30 -0.35  0.040
67 H -1.50 3.03 1.95  0.074
68 H -3.36 -1.66 1.11  0.070
69 H 4.39 1.19 -0.74  0.033
70 C 1.93 5.57 -1.71  -0.070
71 C -4.90 -1.19 2.14  -0.529
72 H -0.71 -3.64 1.12  0.028
73 H 3.42 0.56 -1.72  0.022
74 H 3.73 3.85 -2.62  0.074
75 H 2.24 -4.73 5.87  0.079
76 O 0.28 -4.94 3.91  -0.025
77 H -4.40 0.56 3.19  0.075
78 H -1.06 4.53 1.20  0.074
79 H 2.22 -5.52 -0.02  0.115
80 H -4.00 5.57 0.41  0.072
81 O 3.83 -6.09 0.91  -0.033

Values from the calculation:
Frontier orbital gap, eV: 9.839
SMILES string: CC(C)O.CC(C)O.CC(C)O.CC(C)O.CC(C)O.CC(C)O.O.O.O
LUMO, eV: 0.0
HOMO level, Eh: -0.363
Net charge: 0

---

Run Q
Molecular formula: C18H54O9
Method: DFT, ωB97M-V/def2-TZVPD

Each line ends with the Löwdin charge.
Positions of all 81 atoms, in Å:
1 H 4.02 -3.00 1.27  0.054
2 H 0.30 -0.19 1.11  0.105
3 H 6.31 -4.05 0.93  0.110
4 O -5.82 2.74 -1.70  -0.084
5 H -1.52 -3.69 4.87  0.073
6 H 2.31 2.41 -3.02  0.096
7 C 4.28 -0.44 -0.12  -0.064
8 H 5.88 -5.27 2.18  0.108
9 H -2.40 0.72 -6.42  0.104
10 H -3.73 -0.64 1.61  0.060
11 H -0.97 -2.33 3.02  0.094
12 H 5.30 -5.25 -0.45  0.085
13 O 0.85 -3.35 2.67  -0.103
14 C 4.51 -3.61 2.03  -0.082
15 H -0.97 0.77 -0.82  0.057
16 H 4.79 0.24 -0.80  0.076
17 C 3.76 0.22 1.21  -0.303
18 H 0.76 0.98 -0.93  0.055
19 H 1.26 -2.10 0.61  0.059
20 H -3.99 1.57 0.03  0.062
21 O 4.85 -5.31 0.40  -0.073
22 C -4.67 1.99 -2.11  -0.289
23 H -0.07 -4.67 4.65  0.071
24 C 1.68 3.25 -2.71  -0.115
25 H 0.87 3.62 0.92  0.048
26 H -0.86 1.71 1.55  0.086
27 C 0.40 3.49 1.90  -0.080
28 H -1.14 -3.96 2.48  0.110
29 C -0.52 -3.32 3.10  -0.294
30 H 1.42 3.27 -1.65  0.068
31 H -1.61 3.21 1.07  0.099
32 C -4.21 1.08 -0.91  -0.082
33 H -0.06 1.95 -5.11  0.044
34 C -3.86 -1.53 2.24  -0.106
35 H -3.89 2.68 -2.45  0.093
36 O 3.57 4.71 -2.75  -0.062
37 H 4.91 -1.27 0.20  0.045
38 C 0.01 -0.77 0.23  -0.350
39 H 1.09 2.86 2.46  0.069
40 H 2.20 4.47 -4.26  0.112
41 H -0.98 -1.19 0.40  0.104
42 H 3.41 -0.89 -0.61  0.054
43 H 0.03 -0.22 -1.89  0.076
44 H -5.05 -3.94 2.59  0.078
45 H -0.74 0.44 -4.50  0.069
46 H -1.82 3.96 3.23  0.079
47 H 0.11 -3.01 5.24  0.082
48 H 0.45 4.49 2.34  0.072
49 H 3.71 -4.05 2.63  0.059
50 H 5.02 -3.00 2.77  0.074
51 O -5.37 -3.19 3.10  -0.081
52 C -0.02 0.23 -0.90  -0.085
53 H -5.73 -1.10 2.78  0.115
54 H -0.05 0.59 -6.17  0.073
55 C -0.47 -3.66 4.59  -0.083
56 H 0.84 3.05 -3.37  0.063
57 H -1.72 2.24 -6.88  0.117
58 C -0.96 2.76 1.83  -0.270
59 O 0.88 -1.76 -0.20  -0.059
60 H 3.47 -0.43 2.04  0.108
61 C 5.50 -4.60 1.41  -0.319
62 H -4.83 1.38 -3.00  0.102
63 C -0.64 1.07 -5.39  -0.073
64 O 4.79 1.02 1.74  -0.093
65 O -1.60 3.04 3.10  -0.099
66 H -2.84 3.05 -5.08  0.095
67 H 1.55 5.36 -2.96  0.114
68 H 2.95 0.89 0.91  0.094
69 C 2.21 4.51 -3.17  -0.353
70 H -5.72 -2.23 1.36  0.110
71 H -3.48 -1.26 3.22  0.080
72 C -5.29 -1.99 2.33  -0.308
73 H -5.06 0.46 -0.64  0.060
74 H -3.41 0.42 -1.24  0.058
75 H 5.48 0.49 2.14  0.080
76 H 1.30 -4.17 2.92  0.070
77 H -6.54 2.27 -2.12  0.075
78 H 3.50 4.36 -1.86  0.068
79 O -2.81 2.09 -5.08  -0.056
80 H -3.16 -2.28 1.86  0.056
81 C -1.94 1.62 -6.01  -0.360

Values from the calculation:
Frontier orbital gap, eV: 10.554
SMILES string: CCO.CCO.CCO.CCO.CCO.CCO.CCO.CCO.CCO
LUMO, eV: 0.5
HOMO level, Eh: -0.369
Net charge: 0

---

Relative energies, in eV, with the most stable structure set to zero: run P 0.000; run Q 2.310.